[1]
Formula: C21H43N2O10
Source: the Open Molecules 2025 dataset
Level of theory: wB97M-V/def2-TZVPD

**HOMO energy**: -11.93 eV
**2S+1**: 1
**Gap between HOMO and LUMO**: 7.948 eV
**Charge**: +1

```
76
C21H43N2O10, DFT wB97M-V/def2-TZVPD
O 0.8043 -5.8150 2.1821
O -4.8548 -0.9664 -0.7712
O -5.0957 1.1186 -0.3008
O 2.2898 -4.2626 1.7413
O -1.5327 7.6838 -5.1881
O 0.1011 2.0562 -2.5762
O -2.9546 6.2552 -4.3366
O 5.0463 -6.6486 5.5591
O 4.8539 -6.1201 3.4438
O -1.1474 3.4796 -1.4795
N -5.1568 0.0749 0.1885
N -2.7741 -1.0502 0.5159
C 1.8848 -5.5460 1.7254
C -1.6484 -2.0681 0.7871
C 2.8880 -5.7860 4.7235
C 3.7046 -7.7813 7.2563
C -1.9126 4.6904 -1.3897
C 3.7629 -3.6643 -0.1171
C -0.3017 -1.3427 0.6144
C -0.3900 9.7247 -4.4803
C -0.7065 -0.3062 -0.4604
C 3.6173 -3.8426 1.3802
C 2.7453 -6.5885 1.0590
C -3.3688 4.4390 -1.6959
C -1.9849 0.1994 0.1725
C -1.1507 9.0108 -5.5774
C 4.5973 -6.6058 6.9192
C -3.5569 -1.5250 -0.6563
C 4.3343 -6.1724 4.5308
C -3.4218 8.5292 -3.8436
C -1.1177 3.5825 -3.9404
C -2.6414 7.4093 -4.4885
C -0.6507 2.9952 -2.6338
H -0.0197 0.5016 -0.6585
H 2.7920 -7.7793 6.6601
H -2.9990 -1.2470 -1.5422
H 4.1247 -5.6475 7.1378
H 3.7562 -2.8841 1.8789
H 4.2232 -8.7175 7.0520
H -1.9368 2.9762 -4.3249
H 2.6215 -7.5255 1.5953
H 4.3571 -4.5242 1.7955
H -1.7056 -2.3010 1.8431
H -3.6577 -2.6010 -0.6746
H -1.0008 9.8603 -3.5875
H 4.7573 -3.2914 -0.3595
H -1.6736 0.5805 1.1397
H -3.0934 8.6338 -2.8102
H -4.4748 8.2599 -3.8541
H -0.8969 -0.9386 -1.3202
H -2.0190 9.5754 -5.9179
H -3.7465 3.6597 -1.0303
H -0.0611 10.7055 -4.8223
H -1.7075 -2.9807 0.2161
H -2.5411 0.9146 -0.4097
H 3.0234 -2.9540 -0.4923
H -3.2575 -1.0318 1.4084
H -3.3262 9.4875 -4.3468
H 0.4433 -2.0604 0.3092
H 2.2567 -6.6280 4.4446
H 3.4262 -7.7572 8.3097
H -0.2902 3.5471 -4.6447
H -1.4876 5.4767 -2.0137
H 3.6095 -4.6023 -0.6502
H -3.5148 4.0941 -2.7179
H 2.6664 -4.9466 4.0740
H 2.4027 -6.7190 0.0323
H -0.5071 8.8757 -6.4439
H 2.6462 -5.4731 5.7362
H 0.4850 9.1435 -4.1897
H -1.4419 4.6182 -3.8742
H 5.5053 -6.6497 7.5168
H -0.0474 -0.8117 1.5198
H 3.8055 -6.3552 1.0641
H -3.9582 5.3439 -1.5554
H -1.7996 5.0153 -0.3563
```

[2]
Formula: CBrClFO2S
Source: the Open Molecules 2025 dataset
Level of theory: wB97M-V/def2-TZVPD

**HOMO energy (spin up / spin down)**: -3.71 / -3.71 eV
**2S+1**: 1
**Gap between HOMO and LUMO (spin up / spin down)**: 6.993 / 6.992 eV
**Charge**: -1
**Relative energy (zero: lowest compared OMol25 entry of this formula, charge and spin)**: 0.5267 eV

```
7
CBrClFO2S, DFT wB97M-V/def2-TZVPD
Br 2.2695 1.0725 -0.0828
Cl 1.4067 -1.8084 -0.7498
S -1.7835 0.1712 -0.4305
F 1.2842 -0.8063 1.5942
O -2.4333 0.5799 0.8055
O -1.7296 1.1973 -1.4529
C 0.9860 -0.4064 0.3162
```